(1)
{"formula": "C22H60O8", "method": "the ωB97M-V functional and the def2-TZVPD basis", "species": ["C", "C", "C", "O", "H", "H", "H", "H", "H", "H", "H", "H", "C", "C", "C", "O", "H", "H", "H", "H", "H", "H", "H", "H", "C", "C", "C", "O", "H", "H", "H", "H", "H", "H", "H", "H", "C", "C", "C", "O", "H", "H", "H", "H", "H", "H", "H", "H", "C", "C", "C", "O", "H", "H", "H", "H", "H", "H", "H", "H", "C", "C", "C", "O", "H", "H", "H", "H", "H", "H", "H", "H", "C", "C", "C", "O", "H", "H", "H", "H", "H", "H", "H", "H", "C", "O", "H", "H", "H", "H"], "xyz": [[-4.92106, 2.75522, -3.66025], [-6.16422, 1.95245, -3.37805], [-6.61290, 2.19729, -1.90198], [-7.11989, 2.50785, -4.22895], [-5.02666, 3.83670, -3.57443], [-4.67156, 2.62252, -4.71298], [-4.21625, 2.48269, -2.87471], [-6.03771, 0.88771, -3.57409], [-6.80450, 3.25834, -1.74207], [-5.82734, 1.94520, -1.18963], [-7.47552, 1.65258, -1.51818], [-7.69890, 1.84452, -4.61148], [7.20381, 1.02251, 0.08247], [6.72819, -0.29962, -0.52013], [7.80304, -1.38572, -0.77190], [5.86840, -0.81636, 0.51876], [6.35892, 1.68195, 0.28097], [7.93385, 1.53248, -0.54608], [7.65754, 0.92563, 1.06880], [6.08269, -0.21356, -1.39422], [7.29308, -2.32271, -0.99568], [8.29056, -1.67865, 0.15794], [8.41258, -0.83542, -1.48865], [6.39891, -0.89681, 1.31479], [3.89730, 7.52064, 0.01442], [2.81956, 6.47819, -0.35295], [2.97998, 5.65282, -1.60256], [2.88067, 5.54582, 0.63557], [4.91649, 7.26642, -0.27664], [3.90027, 7.71511, 1.08692], [3.82650, 8.41685, -0.60193], [1.78855, 6.82815, -0.40455], [3.93807, 5.13322, -1.61621], [2.78376, 6.23519, -2.50281], [2.13760, 4.96531, -1.67896], [2.04647, 5.07767, 0.55458], [-5.09429, 3.51314, 5.03150], [-4.42515, 4.62280, 4.25662], [-3.03829, 4.25790, 3.64727], [-5.33061, 5.04505, 3.20582], [-5.30468, 2.75053, 4.28167], [-5.91615, 3.91599, 5.62342], [-4.37995, 3.01306, 5.68551], [-4.29482, 5.41302, 4.99600], [-3.11566, 3.50976, 2.85835], [-2.43358, 3.70117, 4.36316], [-2.51981, 5.10239, 3.19325], [-6.14306, 5.34047, 3.62325], [4.25129, -6.97274, 3.04309], [2.85384, -7.50145, 3.42667], [1.87484, -6.70407, 2.72067], [2.95522, -8.86289, 3.18514], [5.09785, -7.23623, 3.67713], [4.32927, -5.88553, 3.04268], [4.48806, -7.27883, 2.02411], [2.68883, -7.34706, 4.49300], [1.79508, -5.63875, 2.93711], [0.96683, -7.29408, 2.84528], [1.92431, -6.78076, 1.63450], [2.89870, -9.36735, 3.99995], [4.43261, -1.96266, -7.43993], [3.04600, -2.48334, -7.95294], [1.86001, -1.53721, -7.68896], [3.09436, -2.56487, -9.37639], [4.19552, -1.68389, -6.41320], [4.55475, -1.08665, -8.07694], [5.20797, -2.72851, -7.45962], [2.78787, -3.50474, -7.67329], [0.93404, -1.93035, -8.10864], [2.06023, -0.62161, -8.24545], [1.64185, -1.23004, -6.66615], [2.49753, -3.21938, -9.74653], [-6.30764, -2.33491, 3.51116], [-5.83474, -3.11229, 4.64263], [-5.49708, -2.35766, 5.93115], [-6.83906, -4.10294, 4.94273], [-7.15276, -1.66260, 3.65903], [-6.35548, -2.99224, 2.64299], [-5.49174, -1.64985, 3.28070], [-4.87968, -3.62426, 4.52494], [-5.47169, -3.11804, 6.71171], [-6.21382, -1.58389, 6.20622], [-4.45764, -2.03671, 5.86280], [-6.32996, -4.90674, 4.81494], [-0.46136, -1.21861, -0.75376], [0.46989, -0.29400, -0.22228], [-0.69077, -0.94708, -1.78418], [-0.07261, -2.23543, -0.69863], [-1.44472, -1.26056, -0.28542], [1.21980, -0.81671, 0.07102]], "atomic_forces_ev_per_a": [[0.32, -0.15, 0.30], [-0.62, 1.07, 1.66], [0.52, -0.18, 0.14], [-1.28, 0.17, -1.14], [-0.71, -0.01, 0.30], [0.74, -0.43, 0.24], [0.78, -0.17, -0.67], [0.25, -0.07, 0.00], [-0.08, 0.06, -0.27], [0.33, -0.09, -0.11], [-0.23, -0.15, -0.60], [-0.03, -0.06, 0.16], [0.33, 0.45, -0.82], [-0.07, -1.12, 2.56], [-1.08, 1.45, 0.48], [-0.99, -0.40, -0.33], [-0.11, -0.01, -0.42], [-0.03, 0.18, -0.08], [0.24, -0.59, -0.03], [0.15, 0.35, -0.01], [0.14, 0.24, -1.12], [0.56, 0.73, 0.06], [0.75, -1.28, -0.33], [0.06, 0.00, 0.05], [-0.11, 0.26, -1.27], [0.76, 0.60, -1.14], [-0.21, 0.82, -1.46], [-0.44, -1.70, 2.85], [0.02, -1.00, 0.21], [-0.25, 0.20, -0.20], [-0.69, 0.41, 0.39], [0.05, 1.14, 0.16], [-0.13, 0.01, -0.18], [0.69, 0.30, -0.28], [0.17, -0.49, 0.45], [0.14, -0.57, 0.47], [1.12, -0.72, -0.51], [0.34, 0.18, -0.21], [-1.03, -0.55, -0.11], [0.93, 0.00, 0.24], [-0.91, -0.10, 0.21], [-0.25, -0.44, -0.27], [0.02, 0.25, 0.39], [0.26, 0.58, -0.28], [-0.56, 0.06, -0.30], [0.17, 0.63, 0.40], [-0.02, 0.08, 0.40], [-0.08, 0.03, 0.04], [0.62, 0.98, 0.16], [4.22, 1.44, 1.69], [-2.75, -0.94, -2.18], [-1.13, -1.58, -0.78], [-0.25, -0.68, 0.19], [-0.44, 0.27, -0.06], [-0.12, -0.20, -0.01], [0.05, 0.09, 0.26], [0.02, -0.36, 0.58], [-0.89, 0.77, 0.46], [0.79, 0.08, -0.26], [-0.12, 0.15, -0.05], [-2.69, -0.53, -0.18], [-0.59, -0.35, -0.54], [0.27, 0.42, 0.16], [1.01, 0.31, -1.01], [0.58, 0.28, 0.11], [0.81, 0.00, 0.26], [-0.01, 0.32, -0.32], [0.28, 0.02, 0.96], [0.08, -0.26, 0.00], [0.07, 0.11, -0.03], [0.28, -0.30, 0.23], [-0.09, -0.02, 0.37], [1.43, 1.32, -1.66], [-0.29, -0.54, 2.75], [-0.02, -0.44, 0.00], [0.57, -0.43, -0.13], [-0.35, -0.65, 0.19], [-0.66, 0.20, -0.09], [0.18, 0.31, -0.28], [-0.03, -0.23, -1.13], [-0.22, 0.08, 0.17], [0.21, 0.13, -0.04], [-0.17, 0.74, 0.01], [-0.65, -0.48, 0.20], [-0.26, -0.34, -0.59], [-0.24, -0.16, 0.29], [0.28, -0.15, -0.22], [0.03, -0.05, -0.27], [0.12, 0.44, 0.69], [0.09, 0.27, 0.10]], "lowdin_charge": [-0.071, -0.501, -0.058, -0.054, 0.083, 0.082, 0.079, 0.135, 0.079, 0.066, 0.068, 0.092, -0.065, -0.459, -0.053, -0.097, 0.080, 0.074, 0.078, 0.136, 0.079, 0.074, 0.080, 0.073, -0.035, -0.540, -0.067, -0.052, 0.073, 0.079, 0.072, 0.133, 0.088, 0.077, 0.077, 0.096, -0.074, -0.480, -0.046, -0.061, 0.085, 0.081, 0.075, 0.123, 0.073, 0.072, 0.074, 0.078, -0.066, -0.551, -0.085, -0.024, 0.071, 0.069, 0.082, 0.139, 0.095, 0.085, 0.087, 0.098, -0.030, -0.476, -0.069, -0.084, 0.071, 0.081, 0.075, 0.126, 0.072, 0.078, 0.071, 0.085, -0.070, -0.527, -0.056, -0.057, 0.094, 0.088, 0.083, 0.132, 0.076, 0.081, 0.076, 0.081, -0.176, -0.113, 0.072, 0.077, 0.069, 0.071], "smiles": "CC(C)O.CC(C)O.CC(C)O.CC(C)O.CC(C)O.CC(C)O.CC(C)O.CO", "lumo_ev": 0.283, "gap_ev": 10.1, "de_lowest_kcal_mol": 99.9, "e_homo_ev": -9.8, "total_charge": 0}

(2)
{"formula": "C5H5Br15", "method": "the ωB97M-V functional and the def2-TZVPD basis", "species": ["C", "Br", "Br", "Br", "H", "C", "Br", "Br", "Br", "H", "C", "Br", "Br", "Br", "H", "C", "Br", "Br", "Br", "H", "C", "Br", "Br", "Br", "H"], "xyz": [[-2.84133, 0.58444, 1.55191], [-2.76052, 2.55442, 1.40790], [-3.67271, -0.21074, -0.04907], [-3.62071, 0.09896, 3.24939], [-1.81923, 0.20773, 1.51324], [2.04581, -5.56609, 0.84061], [3.25199, -4.85330, 2.21469], [1.34474, -4.07471, -0.30337], [0.41172, -6.51182, 1.47307], [2.71019, -6.20582, 0.25971], [3.50803, 2.83255, 6.49721], [3.92241, 4.43264, 5.37695], [2.13450, 1.76629, 5.60080], [2.94965, 3.48637, 8.18751], [4.47864, 2.34624, 6.59478], [4.37805, 4.17780, -2.10937], [6.30387, 3.83878, -1.85097], [3.98368, 6.09086, -1.60676], [3.15434, 2.95996, -1.11569], [4.05492, 4.12767, -3.14916], [-6.73450, -2.41469, -6.83479], [-5.07722, -2.31410, -7.95984], [-7.63117, -4.17715, -6.77519], [-8.10177, -0.93875, -7.19192], [-6.37345, -2.23752, -5.82170]], "atomic_forces_ev_per_a": [[0.17, 0.43, -0.49], [-0.01, -0.91, -0.05], [0.10, 0.34, 0.86], [0.04, -0.10, -0.54], [-0.28, 0.24, 0.21], [-0.67, 0.90, -0.01], [-0.79, -0.35, -0.33], [0.73, -0.87, 0.54], [1.41, 0.34, -0.12], [-0.68, 0.00, -0.08], [0.03, 1.05, -1.04], [-0.09, -0.69, 0.20], [0.76, 0.22, 0.48], [-0.15, -0.24, 0.43], [-0.56, -0.34, -0.08], [-0.45, 0.80, 0.81], [-1.36, -0.03, -0.25], [0.24, -1.24, -0.24], [1.02, 0.69, -0.55], [0.54, -0.22, 0.24], [-0.29, 0.37, -0.07], [-1.54, -0.14, 0.63], [0.68, 1.07, -0.33], [1.37, -1.34, 0.11], [-0.21, 0.03, -0.34]], "nbo_charge": [-0.476, 0.072, 0.074, 0.107, 0.223, -0.447, 0.086, 0.055, 0.083, 0.223, -0.479, 0.040, 0.094, 0.114, 0.231, -0.443, 0.100, 0.046, 0.075, 0.221, -0.435, 0.079, 0.090, 0.054, 0.212], "lumo_ev": -0.740, "gap_ev": 9.5, "de_lowest_kcal_mol": 32.9, "e_homo_ev": -10.3, "total_charge": 0}

(3)
{"formula": "C6H10N3O", "method": "the ωB97M-V functional and the def2-TZVPD basis", "species": ["N", "C", "C", "C", "C", "N", "C", "N", "C", "O", "H", "H", "H", "H", "H", "H", "H", "H", "H", "H"], "xyz": [[2.19423, -0.91706, 0.02533], [1.84334, 0.46871, 0.45296], [0.93032, 1.17331, -0.60318], [-0.53953, 0.90492, -0.38731], [-1.53262, 1.82316, -0.16641], [-2.75104, 1.16248, 0.14500], [-2.50317, -0.08083, 0.18854], [-1.13941, -0.39706, -0.08180], [-0.62023, -1.57613, -0.12512], [-1.13878, -2.72112, 0.06566], [3.14770, -1.01860, -0.33544], [2.24669, -1.53797, 0.84190], [2.76134, 1.21086, 0.48113], [1.17941, 0.55082, 1.44572], [1.16824, 0.83347, -1.56221], [0.93696, 2.19362, -0.55734], [-1.42505, 2.84419, -0.24791], [-3.18767, -0.77301, 0.47469], [0.56187, -1.44463, -0.17765], [-2.13262, -2.69912, 0.12346]], "atomic_forces_ev_per_a": [[0.23, -0.01, 1.34], [0.07, 2.50, 0.62], [-1.50, -3.38, 1.30], [-0.38, 0.56, 1.17], [0.58, -4.17, -0.43], [0.42, 0.54, 0.05], [1.33, 2.07, -0.51], [-2.20, 1.86, -0.53], [4.42, 0.78, 0.28], [-1.82, -0.08, -0.06], [-0.49, 0.56, -0.31], [-0.10, 0.43, -0.08], [-1.56, -1.86, 0.57], [2.12, -0.61, -1.78], [0.77, -0.31, -1.67], [0.74, 2.73, 0.11], [-0.09, 1.98, -0.12], [-1.85, -2.13, 0.65], [-1.59, -1.23, -0.63], [0.89, -0.25, 0.02]], "nbo_charge": [-0.867, -0.239, -0.450, 0.161, -0.043, -0.317, 0.189, -0.402, 0.561, -0.544, 0.410, 0.384, 0.235, 0.214, 0.234, 0.244, 0.238, 0.201, 0.273, 0.520], "smiles": "NCCC1=CN=C/[N+]1=C\\O", "lumo_ev": -4.899, "gap_ev": 8.7, "de_lowest_kcal_mol": 85.3, "e_homo_ev": -13.6, "total_charge": 1}

(4)
{"formula": "C3H12O3", "method": "the ωB97M-V functional and the def2-TZVPD basis", "species": ["C", "C", "C", "H", "H", "H", "H", "H", "H", "H", "H", "O", "H", "H", "O", "H", "H", "O"], "xyz": [[-0.62086, -0.25707, 2.57730], [0.13880, -1.16685, 1.62095], [-0.47637, -1.62698, 0.38450], [-1.25302, 0.47228, 2.03703], [0.20147, 0.28620, 3.09491], [-1.13537, -0.77514, 3.37843], [1.08063, -1.51679, 2.03578], [0.08918, -2.43183, -0.07807], [-1.52259, -1.90967, 0.49745], [-0.70119, 1.66406, -4.18119], [0.03903, 1.13703, -2.86582], [-0.24702, 1.94369, -3.35738], [0.57485, 0.91628, -0.77873], [0.76049, 2.40946, -0.65865], [0.27898, 1.68934, -0.21821], [0.16558, -0.56952, 0.49092], [1.79482, -0.21020, -1.97392], [0.83258, -0.05429, -2.00530]], "atomic_forces_ev_per_a": [[1.80, 0.94, -0.72], [-3.27, -1.50, 1.05], [2.21, -2.37, 4.41], [0.12, -0.54, 0.41], [-0.76, 0.08, -0.21], [-0.28, -0.49, -0.15], [0.55, 0.24, -1.08], [0.38, 0.73, -0.65], [-0.56, 1.95, -0.88], [0.55, 0.08, 0.87], [-0.78, 0.97, -1.30], [-0.13, -0.53, -0.10], [-0.68, 0.97, 0.76], [-0.39, 0.23, 0.37], [0.88, -0.87, -0.62], [-0.31, 1.12, -2.05], [0.21, 0.07, -0.34], [0.46, -1.08, 0.23]], "lowdin_spin": [0.000, 0.000, 0.002, 0.000, 0.000, 0.000, 0.000, 0.001, 0.000, 0.000, 0.001, 0.023, 0.004, 0.000, 0.068, 0.000, 0.015, 0.886], "lumo_ev": [-6.386, -7.672], "gap_ev": [7.5, 6.2], "de_lowest_kcal_mol": 77.3, "e_homo_ev": [-13.9, -13.9], "spin_multiplicity": 2, "total_charge": 1}

(5)
{"formula": "CBrClI2", "method": "the ωB97M-V functional and the def2-TZVPD basis", "species": ["C", "Cl", "Br", "I", "I"], "xyz": [[-0.50071, 0.42438, -0.56996], [-0.89400, -0.85832, 0.31490], [-0.46755, 2.09603, 0.23771], [1.00935, -1.88068, 2.19827], [0.85292, 0.21860, -2.18092]], "atomic_forces_ev_per_a": [[1.19, 1.33, -1.53], [-0.71, -1.34, 0.71], [-0.17, 0.20, 0.19], [0.20, -0.08, 0.17], [-0.51, -0.11, 0.46]], "nbo_charge": [-0.480, 0.263, 0.171, -0.196, 0.243], "lumo_ev": [-1.409, -2.418], "gap_ev": [8.2, 6.2], "de_lowest_kcal_mol": 31.9, "e_homo_ev": [-9.7, -8.7], "total_charge": 0}

(6)
{"formula": "C10H28BrN2O4", "method": "the ωB97M-V functional and the def2-TZVPD basis", "species": ["Br", "C", "C", "O", "O", "H", "H", "H", "H", "H", "H", "C", "C", "C", "O", "C", "N", "H", "H", "H", "H", "H", "H", "H", "H", "H", "H", "H", "C", "C", "C", "O", "C", "N", "H", "H", "H", "H", "H", "H", "H", "H", "H", "H", "H"], "xyz": [[-0.79617, -0.30340, 2.41583], [-2.00396, -0.12352, -1.14187], [-3.12667, -1.10752, -1.38333], [-4.17773, -0.32708, -1.85424], [-1.03106, -0.78000, -0.78441], [-2.32440, 0.76563, -0.50182], [-1.74316, 0.22983, -2.13826], [-3.60416, -1.50625, -0.49628], [-2.74902, -1.90971, -2.01218], [-4.91638, -0.88596, -2.04480], [-0.99667, -0.74294, 0.22737], [-0.28252, 2.91289, -2.21834], [0.31210, 2.83160, -0.86131], [-0.65051, 3.31390, 0.30135], [-0.66737, 4.76115, 0.24280], [-1.70146, 5.25928, 1.11514], [0.70702, 1.44538, -0.59641], [-1.19538, 2.38242, -2.12754], [0.28461, 2.60828, -3.12669], [-0.50831, 3.89830, -2.34658], [1.18288, 3.47386, -0.78678], [-0.22458, 3.08903, 1.27226], [-1.61908, 2.74275, 0.26404], [-2.69847, 4.78859, 0.89211], [-1.74380, 6.35946, 0.96152], [-1.72595, 4.97371, 2.27262], [0.10279, 0.91162, -1.15458], [0.31978, 1.15375, 0.26355], [1.53822, -4.35290, 0.64569], [1.66537, -3.00643, -0.06259], [2.22932, -1.97556, 0.89449], [3.38293, -2.52027, 1.46997], [3.24131, -2.52716, 2.86309], [2.61722, -2.99061, -1.09449], [2.44615, -4.75116, 1.12727], [1.02258, -5.13926, 0.11115], [0.88224, -4.03436, 1.37835], [0.72863, -2.61598, -0.37636], [1.44005, -1.80869, 1.59181], [2.48960, -0.97846, 0.47890], [4.11375, -2.88266, 3.29701], [2.31007, -3.13099, 3.00528], [2.92743, -1.60902, 3.25953], [2.23594, -2.14755, -1.55656], [2.30686, -3.74398, -1.68572]], "atomic_forces_ev_per_a": [[-0.14, 0.05, -0.22], [-7.15, 3.93, -3.26], [-1.26, 0.93, 1.15], [-0.95, 1.09, -1.87], [8.64, -4.78, 5.68], [0.20, -0.97, -0.54], [-0.67, 0.93, -0.63], [1.13, -0.75, 0.90], [-0.14, -0.05, -0.45], [-0.72, -0.34, -0.19], [0.54, -0.50, -0.63], [0.44, -0.96, -0.35], [0.57, -0.48, 1.99], [1.11, 0.08, -1.25], [-2.01, -0.56, 1.24], [-1.03, -0.50, 0.95], [0.64, 0.98, -0.37], [-1.07, -0.67, -0.57], [0.03, -0.23, 1.05], [-0.93, 2.92, -0.74], [0.31, 0.21, 0.04], [0.32, -0.54, 0.15], [0.33, 1.09, -0.24], [0.69, 0.58, -0.60], [-0.01, -0.79, 0.34], [1.29, 0.64, -2.09], [-0.33, -1.14, -1.43], [0.15, -0.25, 1.96], [0.62, 0.29, -0.53], [1.32, 0.08, 2.04], [-0.40, 0.26, -0.08], [1.08, 0.55, 0.35], [-2.76, -1.25, -1.41], [-0.11, 0.36, -2.82], [-0.20, 0.42, -0.51], [0.02, -0.10, -0.58], [-1.55, -0.16, 2.20], [-1.37, -0.10, -0.23], [-0.37, 0.42, 1.11], [-0.41, -0.65, -0.37], [1.47, -0.87, 0.96], [0.92, -0.31, 0.90], [0.09, 1.87, 0.55], [1.29, -0.34, -0.67], [0.38, -0.40, -0.94]], "nbo_charge": [-0.891, -0.040, -0.084, -0.731, -0.779, 0.152, 0.137, 0.156, 0.148, 0.454, 0.508, -0.625, -0.057, -0.085, -0.550, -0.267, -0.832, 0.202, 0.209, 0.207, 0.170, 0.189, 0.177, 0.166, 0.185, 0.168, 0.352, 0.374, -0.632, -0.080, -0.095, -0.550, -0.240, -0.802, 0.217, 0.194, 0.216, 0.183, 0.203, 0.195, 0.172, 0.159, 0.173, 0.349, 0.325], "lumo_ev": 2.935, "gap_ev": 7.9, "de_lowest_kcal_mol": 22.8, "e_homo_ev": -5.0, "total_charge": -1}